(1)
This record from the OMol25 dataset describes a structure of composition C24H18Cl2F10HgN5O2. The level of theory is wB97M-V/def2-TZVPD.

E_HOMO (spin up / spin down) = 0.72 / -1.24 eV
Net charge = -2
LUMO energy (spin up / spin down) = 4.20 / 4.20 eV
Molar mass = 869.9 Da
Spin multiplicity = 2
Calculated total energy = -93114.238 eV
Max |F| = 0.4 eV/Å

Geometry (Å):
Hg1 -0.3569 -0.0851 0.5982
Cl1 -3.4810 4.0184 -1.9380
Cl2 -3.3077 1.4864 -0.4456
F1 0.0346 2.7047 0.3049
F2 -1.0019 0.0859 -2.3158
F3 -0.5234 6.8318 2.4926
F4 0.0265 -0.0286 -4.7545
F5 0.8998 -2.4067 -5.8206
F6 0.6637 -4.6677 -4.2910
F7 -0.3086 -4.6254 -1.8625
F8 -1.8687 5.5459 4.5036
F9 -2.2951 2.9765 4.4898
F10 0.3805 5.3252 0.3800
O1 1.3954 -1.0089 1.6731
O2 1.3574 0.1597 -0.7822
N1 -1.1488 -2.0287 -0.6407
N2 -1.1909 1.2894 2.3027
N3 2.5345 -1.0255 0.9939
N4 -2.0111 -1.4850 1.9749
N5 2.4690 -0.4042 -0.2288
C1 -1.8662 0.5585 3.3578
C2 -0.2389 -3.4248 -2.5033
C3 -3.4410 -1.4979 1.7721
C4 5.9624 -0.8138 -1.2812
C5 0.2731 -3.4771 -3.7881
C6 -0.6626 -2.2283 -1.8682
C7 4.7122 0.1879 -3.0603
C8 -0.7177 5.4928 2.4558
C9 0.3930 -2.3503 -4.5671
C10 -0.0369 -1.1534 -4.0157
C11 -1.0802 2.6106 2.4139
C12 -0.2526 4.7230 1.4010
C13 -1.3797 4.8342 3.4660
C14 -0.4317 3.3628 1.3865
C15 -2.5686 2.5085 -1.6792
C16 3.5644 0.1619 -2.2930
C17 3.5964 -0.3677 -0.9788
C18 -1.3929 -2.7691 1.6869
C19 4.8354 -0.8606 -0.4842
C20 5.9308 -0.2950 -2.5767
C21 -1.6059 -0.9365 3.2556
C22 -1.4636 -3.1532 0.2088
C23 -1.5651 3.4647 3.4466
C24 -0.5504 -1.1104 -2.7469
H1 -3.8497 -0.4933 1.8812
H2 4.6570 0.5896 -4.0675
H3 -2.9500 0.7445 3.3421
H4 -2.4728 -3.5376 -0.0216
H5 -3.6608 -1.8412 0.7616
H6 4.8698 -1.2664 0.5151
H7 -1.5696 2.7642 -1.3507
H8 -0.7826 -3.9993 0.0984
H9 -0.5312 -1.1073 3.3581
H10 -1.5176 0.8543 4.3520
H11 -0.3413 -2.6888 1.9706
H12 6.8993 -1.1931 -0.8829
H13 2.6259 0.5363 -2.6721
H14 -1.8618 -3.5731 2.2846
H15 -3.9479 -2.1623 2.4958
H16 -2.5488 1.9597 -2.6096
H17 -2.1233 -1.4425 4.0919
H18 6.8245 -0.2685 -3.1893

(2)
This record from the OMol25 dataset describes a structure of composition C24H18Cl2NO3PSe2W in a non-equilibrium geometry. The level of theory is wB97M-V/def2-TZVPD.

E_HOMO (spin up / spin down) = -9.81 / -10.50 eV
Net charge = +1
ΔE to the lowest compared entry with this formula, charge and spin = 84.8 kcal per mole
LUMO energy (spin up / spin down) = -4.02 / -4.04 eV
Molar mass = 812.1 Da
Spin multiplicity = 2
Calculated total energy = -199658.710 eV
Max |F| = 1.6 eV/Å

Geometry (Å):
W1 0.4253 -0.0044 0.7032
Se1 0.6199 -1.1997 -1.4673
Se2 -0.3261 1.8836 -0.7862
Cl1 3.2578 -3.4526 2.2884
Cl2 4.1008 -0.8475 6.9154
P1 -0.4437 0.4587 -2.4818
O1 1.1815 1.5720 1.8791
O2 -1.2705 -0.7251 1.2039
O3 2.0014 -0.9898 1.4456
N1 -0.7739 -0.5241 2.5050
C1 3.1206 -2.0210 3.2324
C2 -0.4593 -1.7227 3.1964
C3 2.3535 0.2501 3.4835
C4 -4.0531 -1.3580 -2.8905
C5 -0.9415 -0.6475 5.2942
C6 -2.1267 0.0695 -2.9618
C7 -4.1318 0.7234 -4.1049
C8 -2.8196 0.9864 -3.7545
C9 3.6039 -1.9873 4.5177
C10 1.7034 1.7555 -6.2893
C11 2.4668 -0.9051 2.6705
C12 1.2410 2.1157 -3.9588
C13 0.1979 0.2780 -5.1411
C14 -4.7444 -0.4487 -3.6760
C15 -1.4050 0.5133 3.2326
C16 2.8734 0.2773 4.7952
C17 3.4780 -0.8349 5.3076
C18 -0.4987 -1.7532 4.5525
C19 1.7729 1.4427 2.9755
C20 0.8614 0.6495 -6.2971
C21 1.8912 2.4877 -5.1264
C22 -1.4342 0.4675 4.5852
C23 -2.7402 -1.0992 -2.5226
C24 0.3939 1.0131 -3.9703
H1 -0.1485 -2.5367 2.5595
H2 1.8533 2.3461 3.5857
H3 2.5448 3.3494 -5.1249
H4 2.7857 1.1798 5.3869
H5 -1.8770 1.3014 5.1127
H6 -4.5328 -2.2701 -2.5623
H7 -5.7682 -0.6533 -3.9601
H8 4.0873 -2.8644 4.9273
H9 -0.9777 -0.6781 6.3720
H10 -2.1973 -1.8006 -1.9025
H11 -2.3351 1.8914 -4.1008
H12 -4.6764 1.4289 -4.7177
H13 1.3926 2.6800 -3.0476
H14 0.7179 0.0809 -7.2059
H15 -1.7880 1.3150 2.6203
H16 -0.4704 -0.5750 -5.1499
H17 -0.1992 -2.6661 5.0493
H18 2.2133 2.0480 -7.1976

(3)
This record from the OMol25 dataset describes a structure of composition C24H18Cl2NO3PSe2W. The level of theory is wB97M-V/def2-TZVPD.

E_HOMO (spin up / spin down) = -10.02 / -11.22 eV
Net charge = +1
ΔE to the lowest compared entry with this formula, charge and spin = 5.4 kcal per mole
LUMO energy (spin up / spin down) = -3.63 / -4.51 eV
Molar mass = 812.1 Da
Spin multiplicity = 4
Calculated total energy = -199659.166 eV
Max |F| = 0.2 eV/Å

Geometry (Å):
W1 0.1994 0.2080 0.8783
Se1 -0.2297 -0.0870 3.2659
Se2 2.5204 0.4711 -0.2321
Cl1 -3.9171 -0.7171 -1.4008
Cl2 -5.6212 4.3645 -1.0155
P1 2.4391 0.1412 1.9277
O1 -1.5118 0.2846 -0.1052
O2 -0.0193 2.2962 0.9730
O3 0.2155 -1.8836 0.6313
N1 0.5000 -2.3997 -0.5773
C1 3.5644 1.2504 4.1842
C2 3.2743 -1.3752 2.4187
C3 3.6638 3.8235 3.1324
C4 -3.6335 0.9140 -0.9072
C5 -4.6056 1.8649 -1.1214
C6 4.0315 2.3000 4.9595
C7 2.5414 -2.4779 2.8488
C8 -0.4300 -2.3622 -1.5428
C9 1.6935 -2.9848 -0.7487
C10 -0.1631 -2.9358 -2.7664
C11 1.9954 -3.5767 -1.9554
C12 -2.4149 1.2364 -0.2903
C13 3.2071 -3.6452 3.2015
C14 3.1904 2.7821 2.3513
C15 4.6674 -1.4372 2.3438
C16 3.1459 1.4938 2.8771
C17 4.5900 -3.7085 3.1220
C18 -4.3897 3.1897 -0.7353
C19 4.0824 3.5832 4.4343
C20 1.0610 -3.5529 -2.9796
C21 -3.2056 3.5479 -0.1459
C22 -2.2139 2.5794 0.0841
C23 -0.9822 3.0189 0.6742
C24 5.3211 -2.6057 2.6934
H1 1.4620 -2.4215 2.9056
H2 2.9592 -4.0476 -2.0804
H3 4.4533 4.3990 5.0405
H4 -5.5374 1.5833 -1.5920
H5 4.3576 2.1134 5.9737
H6 3.5280 0.2491 4.5951
H7 -0.9198 -2.8991 -3.5361
H8 -3.0299 4.5752 0.1459
H9 5.2342 -0.5742 2.0152
H10 3.7114 4.8237 2.7230
H11 2.8659 2.9625 1.3344
H12 2.3504 -2.9473 0.1078
H13 -1.3519 -1.8648 -1.2769
H14 -0.8696 4.0893 0.8691
H15 5.1047 -4.6186 3.4010
H16 1.2827 -4.0131 -3.9323
H17 6.4001 -2.6569 2.6365
H18 2.6416 -4.5010 3.5454

(4)
This record from the OMol25 dataset describes a structure of composition C24H18ClFINO6Sn in a non-equilibrium geometry. The level of theory is wB97M-V/def2-TZVPD.

E_HOMO = -7.73 eV
ΔE to the lowest compared entry with this formula, charge and spin = 92.5 kcal per mole
LUMO energy = -2.52 eV
Molar mass = 716.5 Da
Calculated total energy = -68126.146 eV
Max |F| = 2.6 eV/Å

Geometry (Å):
I1 -1.9589 5.2430 -2.2252
Sn1 -0.4743 0.7804 0.5866
Cl1 2.9204 3.7329 -4.8226
F1 -1.8694 -2.9332 5.6278
O1 -1.7491 -1.0668 1.1658
O2 -0.8261 2.9115 -0.4051
O3 1.1522 -0.7589 0.9057
O4 -0.5564 -0.5231 -1.4220
O5 2.4189 -2.6046 0.8375
O6 -1.0232 -3.0623 1.9099
N1 1.3338 1.4193 -0.4985
C1 -1.2203 1.9170 3.2063
C2 -2.8467 -1.0434 4.6838
C3 3.3746 0.7452 -1.5225
C4 -1.7107 -1.7707 5.0362
C5 -0.2136 4.1003 -2.3719
C6 -0.0232 3.1454 -1.3693
C7 0.1340 -1.9168 -3.1341
C8 -0.2598 -0.1027 4.1814
C9 -1.3695 -2.1648 -2.8506
C10 1.1699 2.3543 -1.4641
C11 -1.2390 -2.2334 1.0407
C12 0.5902 -1.3194 -1.7968
C13 2.4023 0.6529 -0.5143
C14 -0.8819 -2.6015 -0.4268
C15 0.6258 -2.4226 -0.7228
C16 -1.5045 -1.6164 -1.4203
C17 -1.3886 0.6884 3.8182
C18 2.0953 2.5236 -2.5194
C19 0.6851 4.2772 -3.4251
C20 1.8203 3.5071 -3.4992
C21 -0.4178 -1.3157 4.7859
C22 3.2168 1.6677 -2.5258
C23 -2.6879 0.1711 4.0796
C24 1.4773 -1.9244 0.4722
H1 1.4834 -0.7020 -1.8467
H2 4.2216 0.0748 -1.5039
H3 -2.4931 -1.2598 -1.1455
H4 -1.9988 -1.5929 -3.5315
H5 2.4908 -0.0651 0.2934
H6 0.4272 -1.9356 5.0479
H7 -1.6463 -3.2150 -2.9150
H8 0.7292 0.2612 3.9326
H9 3.9415 1.7475 -3.3242
H10 -3.8241 -1.4623 4.8745
H11 -2.0709 2.5228 2.9198
H12 -3.5513 0.7580 3.7953
H13 0.2763 -1.1892 -3.9330
H14 -0.2416 2.3760 3.1500
H15 -1.2104 -3.6292 -0.5677
H16 0.6858 -2.8196 -3.3860
H17 0.4838 5.0111 -4.1928
H18 1.1009 -3.3373 -1.0686

(5)
This record from the OMol25 dataset describes an isolated molecule of C24H18ClN5O3 in a non-equilibrium geometry. The level of theory is wB97M-V/def2-TZVPD.

E_HOMO = -7.95 eV
ΔE to the lowest compared entry with this formula, charge and spin = 0.0 kcal per mole
LUMO energy = -0.50 eV
Molar mass = 459.9 Da
Calculated total energy = -51296.575 eV
SMILES = [H]/N=c1\c(C(=O)NCc2ccco2)cc2c(=O)n3ccccc3nc2n1Cc1ccc(Cl)cc1
Max |F| = 1.1 eV/Å

Geometry (Å):
Cl1 4.7140 -3.2610 -1.1302
O1 -4.0446 -2.1845 -0.8925
O2 -0.4787 3.8560 -1.3502
O3 -4.7788 0.7873 1.7208
N1 1.4534 3.0241 -0.4411
N2 1.4304 1.1207 0.9610
N3 -2.3493 -1.2198 2.0039
N4 -0.5160 0.0049 1.4321
N5 -4.7740 0.5502 -0.5116
C1 3.6994 -2.2099 1.1390
C2 -2.0093 -2.9139 -1.4016
C3 1.1591 -1.9326 0.0740
C4 -2.6596 0.7913 0.6382
C5 -3.4012 -1.1846 -1.5320
C6 0.0264 3.0106 -0.6377
C7 -2.0490 1.8119 -0.0045
C8 2.6800 -1.6687 1.9008
C9 -1.8961 -0.1951 1.3956
C10 3.5124 4.0999 -0.9212
C11 -2.1393 -1.5801 -1.8644
C12 1.4030 -1.5179 1.3774
C13 -4.1353 0.1049 -1.7354
C14 4.1918 3.1506 -0.1250
C15 2.1695 -2.4685 -0.7020
C16 3.4390 -2.6010 -0.1638
C17 0.2970 -0.9235 2.2014
C18 -3.1957 -3.2207 -0.8147
C19 2.1668 4.0052 -1.0552
C20 -0.6361 1.9517 0.0502
C21 -4.1515 0.6968 0.6855
C22 2.0757 2.0807 0.3512
C23 3.4859 2.1676 0.4944
C24 0.0999 1.0318 0.8111
H1 -4.9201 -0.0223 -2.4864
H2 -2.6056 2.5615 -0.5480
H3 4.6914 -2.3237 1.5477
H4 -5.7752 0.4318 -0.4429
H5 4.0518 4.8881 -1.4186
H6 -3.3583 -1.3048 1.9831
H7 -0.3997 -1.6950 2.5451
H8 -1.1550 -3.5522 -1.4947
H9 1.5668 4.6844 -1.6449
H10 -3.5449 -4.1048 -0.3208
H11 5.2633 3.2133 -0.0163
H12 1.9779 -2.7821 -1.7166
H13 -1.4022 -0.9960 -2.3776
H14 3.9480 1.4134 1.1089
H15 0.7180 -0.3984 3.0626
H16 0.1667 -1.8289 -0.3366
H17 2.8839 -1.3542 2.9131
H18 -3.4293 0.8558 -2.1006